1.
ORCA calculation (ωB97M-V/def2-TZVPD) on a structure of composition C36H57BrCl3GeMnN2O2PS.

Summary:
ΔE to the lowest compared entry with this formula, charge and spin   26.2 kJ/mol
HOMO level (alpha / beta)   -13.87 / -14.09 eV
Spin multiplicity   6
LUMO (alpha / beta)   -7.2 / -7.8 eV
Net charge   +2
Frontier orbital gap (alpha / beta)   6.62 / 6.29 eV

Geometry (Å):
Mn  1.289847  -0.536060  -2.150736
C  -3.110425  5.594691  -1.687852
C  -3.872633  4.273053  -1.575914
C  -4.946128  4.219521  -2.681083
C  -4.546541  4.201966  -0.191176
C  -2.967240  3.070149  -1.725318
C  -1.568863  3.206416  -1.928324
C  -0.821631  2.089644  -2.031696
Br  1.050349  2.232836  -2.279102
C  -1.373967  0.750109  -1.952412
O  -0.604515  -0.239127  -2.036299
C  -2.804974  0.605915  -1.767252
C  -3.519998  1.768989  -1.655382
C  -3.549664  -0.733408  -1.674908
C  -2.681144  -1.983063  -1.867559
C  -4.641932  -0.758276  -2.762599
C  -4.192334  -0.819840  -0.277009
H  -3.810968  6.421587  -1.573502
H  -2.630283  5.705802  -2.664011
H  -2.353445  5.696683  -0.904730
H  -5.589819  5.096306  -2.592248
H  -5.578370  3.332648  -2.601907
H  -4.490735  4.230828  -3.674244
H  -5.209935  5.060877  -0.074380
H  -3.802898  4.233585  0.609911
H  -5.146661  3.297564  -0.069840
H  -1.103909  4.180126  -1.995522
H  -4.588986  1.689676  -1.508967
H  -2.200191  -2.000994  -2.846474
H  -3.335180  -2.853996  -1.802966
H  -1.917058  -2.075581  -1.094460
H  -4.203917  -0.639454  -3.756989
H  -5.387946  0.025489  -2.622459
H  -5.161696  -1.717484  -2.731025
H  -3.429782  -0.765951  0.506988
H  -4.719642  -1.770698  -0.176398
H  -4.913562  -0.018048  -0.105989
Cl  -0.996308  0.428478  -5.246957
Ge  0.669028  -0.751867  -4.607439
Cl  2.486271  0.300711  -5.139595
Cl  0.550197  -2.605192  -5.650717
S  2.841067  -2.258965  -2.456267
C  2.402582  -3.821914  -3.050409
N  1.588616  -4.608702  -2.303532
C  1.283880  -5.876042  -2.647892
C  1.812705  -6.393542  -3.790285
C  2.645069  -5.548856  -4.527467
N  2.927063  -4.300479  -4.166897
H  1.220125  -4.211500  -1.448514
H  0.629277  -6.423652  -1.984495
H  1.598956  -7.405721  -4.098682
H  3.101636  -5.892157  -5.449758
O  1.560182  -0.251347  -0.222242
P  1.941177  -0.095687  1.258148
C  0.855769  1.211028  1.905338
C  -0.640580  1.009283  1.625494
C  -1.357677  2.366472  1.731714
C  -0.789060  3.236170  2.874021
C  -0.120519  2.375756  3.944883
C  1.105623  1.643092  3.373525
C  1.962921  -1.784199  1.987314
C  1.758956  -1.908448  3.510288
C  0.290523  -1.799489  3.927814
C  -0.574204  -2.811343  3.176629
C  -0.426742  -2.643875  1.664840
C  1.038339  -2.761558  1.242469
C  3.625295  0.578055  1.351464
C  4.525014  -0.081561  0.284069
C  5.986456  0.257446  0.570098
C  6.456890  -0.403281  1.879257
C  5.304717  -0.598061  2.879443
C  4.276098  0.527978  2.763809
H  1.184766  2.021223  1.240742
H  -1.067712  0.314472  2.348774
H  -0.790685  0.578282  0.633718
H  -2.425147  2.189894  1.884612
H  -1.255984  2.900686  0.781760
H  -1.583596  3.836471  3.317147
H  -0.050853  3.941473  2.478225
H  -0.842410  1.654142  4.340497
H  0.192411  2.994688  4.785131
H  1.337554  0.785845  4.005566
H  1.973431  2.304969  3.409303
H  2.996413  -2.057832  1.754544
H  2.377034  -1.189010  4.048946
H  2.123193  -2.898648  3.801440
H  -0.082263  -0.792627  3.728418
H  0.210064  -1.959327  5.003614
H  -1.620893  -2.708541  3.467891
H  -0.264114  -3.824369  3.456386
H  -0.806790  -1.662987  1.357065
H  -1.026461  -3.394343  1.142915
H  1.136388  -2.602543  0.170805
H  1.394612  -3.771984  1.479621
H  3.478575  1.625024  1.066014
H  4.236321  0.264755  -0.707369
H  4.403713  -1.171425  0.284635
H  6.087376  1.345489  0.637107
H  6.614256  -0.063126  -0.261142
H  7.232448  0.213967  2.333941
H  6.915526  -1.369109  1.664311
H  5.698226  -0.622391  3.895509
H  4.819252  -1.565641  2.718550
H  4.780255  1.478948  2.950242
H  3.522529  0.434064  3.545447

Force components x, y, z for each atom (eV/Å):
Mn 0.51 -0.28 0.61
C 0.03 -0.03 -0.02
C -0.01 0.02 0.00
C -0.01 -0.02 -0.01
C 0.00 -0.01 0.02
C 0.05 -0.06 -0.01
C -0.35 0.18 0.01
C 0.17 -0.36 0.01
Br -0.06 0.11 -0.15
C -0.23 0.47 -0.02
O -0.68 -0.39 0.12
C 0.04 0.04 -0.04
C 0.02 0.15 -0.01
C 0.06 0.02 0.00
C 0.00 0.00 0.00
C 0.04 0.04 0.02
C 0.02 0.03 -0.01
H 0.02 -0.02 0.00
H -0.03 0.01 0.06
H -0.05 0.01 -0.04
H 0.02 -0.04 0.00
H 0.04 0.06 0.00
H -0.03 0.01 0.05
H 0.03 -0.04 0.00
H -0.04 0.01 -0.04
H 0.03 0.06 -0.01
H -0.08 -0.01 0.01
H 0.03 0.05 0.00
H -0.01 0.00 0.00
H 0.00 0.01 0.01
H -0.02 -0.01 -0.01
H -0.02 -0.02 0.05
H 0.04 -0.03 0.00
H 0.01 0.04 0.01
H -0.05 -0.02 -0.05
H 0.01 0.04 0.00
H 0.04 -0.04 -0.01
Cl -0.03 0.00 0.04
Ge 0.44 0.17 -0.28
Cl -0.19 -0.08 -0.10
Cl -0.09 -0.01 0.03
S 0.48 -0.09 0.08
C -0.16 -0.03 -0.28
N -0.12 -0.03 0.02
C -0.11 0.02 0.13
C 0.03 -0.07 -0.10
C 0.10 0.23 0.01
N 0.09 -0.15 -0.01
H 0.00 0.00 0.08
H 0.00 0.05 0.03
H 0.01 0.02 -0.01
H 0.00 0.03 0.03
O 0.08 -0.01 -0.10
P 0.06 0.01 -0.26
C -0.08 -0.23 0.22
C 0.04 0.21 0.03
C 0.07 -0.02 0.04
C 0.01 -0.09 0.00
C 0.01 0.01 -0.10
C -0.10 0.08 -0.07
C -0.17 0.15 0.11
C -0.07 0.03 -0.03
C 0.07 -0.12 -0.11
C 0.03 0.04 -0.02
C 0.14 0.02 0.06
C -0.13 -0.03 0.21
C -0.03 -0.14 0.04
C 0.08 0.00 0.13
C -0.03 -0.04 0.08
C -0.07 0.04 -0.01
C 0.01 0.09 -0.08
C 0.02 -0.08 -0.05
H -0.01 0.09 -0.01
H 0.01 -0.02 -0.01
H -0.02 -0.04 0.00
H 0.01 0.00 -0.02
H -0.03 -0.02 0.05
H 0.02 0.03 -0.02
H -0.03 -0.02 0.02
H 0.03 0.02 -0.02
H -0.01 -0.03 0.03
H 0.01 0.02 0.00
H 0.00 -0.02 -0.02
H 0.02 -0.10 0.00
H -0.03 -0.05 0.02
H 0.04 0.02 -0.02
H 0.00 0.01 0.05
H 0.00 0.02 0.00
H 0.02 -0.01 0.02
H -0.04 0.02 -0.01
H -0.04 -0.05 0.00
H 0.01 0.02 -0.01
H 0.08 -0.05 -0.18
H 0.01 0.04 -0.05
H 0.06 0.05 -0.01
H -0.04 0.02 -0.07
H -0.02 0.03 -0.02
H -0.01 -0.04 -0.02
H 0.00 0.03 0.00
H 0.02 -0.01 0.00
H 0.01 -0.01 0.00
H -0.02 -0.04 0.01
H 0.02 0.02 0.00
H -0.03 0.00 -0.04
H 0.05 0.05 -0.01

2.
ORCA calculation (ωB97M-V/def2-TZVPD) on a cluster of 8 separate species, C26H34F6O20 in total.

Summary:
HOMO level   -9.68 eV
Spin multiplicity   1
Structure (SMILES)   O=C1OC[C@@H](F)O1.O=C1OC[C@@H](F)O1.O=C1OC[C@@H](F)O1.O=C1OC[C@@H](F)O1.O=C1OC[C@@H](F)O1.O=C1OC[C@@H](F)O1.C1CCOC1.C1CCOC1
LUMO   0.2 eV
Frontier orbital gap   9.86 eV

Geometry (Å):
O  4.021137  -0.046704  0.046466
C  3.532000  0.838101  0.665444
O  3.058391  0.754212  1.927345
C  2.766509  2.105003  2.405722
C  2.510400  2.804935  1.077363
F  2.868828  4.100302  1.057086
O  3.371233  2.095173  0.189233
H  1.883080  2.034312  3.029092
H  3.693610  2.383368  2.903194
H  1.485239  2.630896  0.756354
O  -1.952346  -6.713464  0.775971
C  -1.470435  -5.798739  0.210133
O  -1.695621  -4.494908  0.514030
C  -1.211798  -3.649388  -0.509629
C  -0.507616  -4.609244  -1.485687
F  0.818467  -4.325586  -1.583438
O  -0.674287  -5.862782  -0.899716
H  -2.010886  -3.072768  -0.964211
H  -0.476692  -2.944273  -0.118419
H  -0.952792  -4.582446  -2.478182
O  6.879647  -1.213587  -1.961051
C  5.803349  -1.695830  -2.010326
O  4.785316  -1.275475  -2.809141
C  3.837239  -2.328479  -2.871532
C  4.034268  -2.998961  -1.518249
F  3.743610  -4.326028  -1.577245
O  5.415267  -2.789678  -1.295037
H  2.803467  -2.001204  -2.968485
H  4.079903  -2.988636  -3.705120
H  3.491078  -2.531694  -0.696149
O  -7.406108  1.393808  -0.731441
C  -6.987511  0.312149  -0.954360
O  -7.721068  -0.747229  -1.371296
C  -6.935932  -1.920907  -1.191331
C  -5.519939  -1.371327  -1.282764
F  -5.095401  -1.372431  -2.578259
O  -5.674905  -0.059518  -0.815457
H  -7.146709  -2.347490  -0.210056
H  -7.102077  -2.676068  -1.954232
H  -4.782718  -1.866457  -0.654509
O  -0.292889  3.572981  2.245929
C  -0.150806  4.503631  2.969349
O  0.833699  5.411996  2.910937
C  0.514991  6.503798  3.784990
C  -0.439405  5.825434  4.760397
F  -1.380670  6.666297  5.233722
O  -1.027921  4.812418  3.971847
H  1.438291  6.805484  4.265761
H  -0.010940  7.303944  3.266670
H  0.073928  5.359263  5.605027
O  0.982416  2.811433  -3.470025
C  0.068782  3.534954  -3.288039
O  -1.242856  3.215896  -3.538776
C  -1.919964  4.462291  -3.696900
C  -1.216862  5.255150  -2.622729
F  -1.680290  4.877308  -1.391780
O  0.113293  4.817843  -2.803762
H  -1.718210  4.855261  -4.696322
H  -2.999621  4.416858  -3.586829
H  -1.202722  6.341986  -2.623918
C  0.372317  0.467370  -0.513940
C  -0.963194  1.155129  -0.416686
C  -1.926011  -0.016739  -0.665608
O  -1.219559  -0.883173  -1.547625
C  0.140698  -0.436974  -1.725388
H  0.701175  -0.171443  0.307675
H  1.218613  1.118002  -0.752333
H  -1.133760  1.897173  -1.202471
H  -1.111969  1.680986  0.527734
H  -2.854833  0.235907  -1.169450
H  -2.088207  -0.427027  0.342135
H  0.204810  0.156579  -2.641571
H  0.796061  -1.304265  -1.780451
C  1.361621  -4.439053  2.035455
C  0.659846  -3.399143  2.915490
C  1.196126  -2.051109  2.433846
O  2.327945  -2.335474  1.603746
C  2.681039  -3.708517  1.789728
H  0.881805  -4.427440  1.056822
H  1.501174  -5.429535  2.453732
H  0.960778  -3.629508  3.944538
H  -0.426661  -3.486887  2.914222
H  1.393518  -1.349536  3.244299
H  0.442189  -1.621167  1.765233
H  3.440144  -3.789618  2.575127
H  3.144892  -3.999723  0.848081

Force components x, y, z for each atom (eV/Å):
O -0.03 -0.15 0.04
C 0.15 -0.03 -0.02
O -0.25 0.18 0.06
C 0.39 -1.23 -0.69
C 0.52 -0.69 0.15
F -0.17 0.10 0.04
O -0.24 0.23 0.01
H 0.11 0.20 0.21
H -0.31 0.73 0.21
H -0.10 0.62 -0.08
O 0.31 -0.34 0.18
C -0.19 1.00 -0.43
O -0.28 -0.34 0.30
C 0.66 0.13 -0.23
C -0.70 0.60 0.39
F 0.17 -0.03 -0.05
O -0.14 -0.59 -0.08
H -0.11 -0.16 -0.02
H -0.07 -0.04 0.13
H 0.27 -0.22 -0.16
O 0.12 0.21 0.07
C -0.17 -0.20 -0.12
O 0.15 0.04 -0.10
C -0.57 -0.27 0.49
C 0.16 0.28 -0.44
F 0.29 0.01 0.12
O 0.00 -0.10 0.07
H 0.21 0.51 -0.15
H 0.03 -0.21 0.12
H -0.20 -0.11 -0.02
O 0.06 0.04 -0.06
C -0.11 -0.03 -0.12
O -0.04 -0.04 0.09
C 0.45 -0.21 -0.01
C -0.33 -0.17 0.72
F 0.13 0.14 -0.06
O 0.01 0.05 -0.26
H 0.08 0.01 0.04
H -0.29 0.24 -0.17
H 0.09 -0.05 -0.15
O 0.33 -0.07 0.06
C -0.87 0.13 -0.07
O 0.01 0.16 -0.24
C -0.03 -0.63 0.51
C 0.42 -0.03 0.08
F -0.18 0.00 -0.13
O 0.26 -0.04 0.00
H -0.03 0.34 -0.10
H 0.21 0.05 -0.15
H -0.14 0.06 0.10
O 0.14 0.14 0.24
C -0.80 -0.12 0.02
O 0.26 -0.02 -0.48
C -0.28 0.49 -0.03
C 0.38 0.39 -0.17
F 0.10 -0.13 0.11
O 0.15 -0.39 0.33
H 0.12 0.13 0.08
H 0.08 -0.52 0.35
H -0.16 -0.02 -0.39
C 1.33 -0.34 -1.32
C -0.75 0.45 0.16
C 0.77 0.65 0.36
O 0.10 -0.63 -0.12
C -0.63 0.46 0.41
H -0.48 0.26 0.39
H -0.19 0.17 0.07
H 0.48 -0.04 -0.06
H -0.18 -0.20 0.05
H -0.18 0.21 0.30
H -0.32 -0.71 -0.37
H 0.08 -0.16 -0.10
H 0.00 -0.06 0.03
C 0.51 1.39 -0.43
C 0.10 -0.95 1.10
C -0.71 -0.50 -0.82
O -0.19 0.03 0.57
C 0.42 0.18 -0.66
H -0.09 -0.61 0.04
H -0.29 -0.08 0.00
H 0.02 0.36 0.02
H -0.01 0.15 -0.24
H 0.33 0.00 -0.04
H 0.03 0.32 0.20
H -0.24 -0.18 0.22
H 0.09 -0.28 0.13

3.
ORCA calculation (ωB97M-V/def2-TZVPD) on a structure of composition C31H29N4O2PSZn.

Summary:
ΔE to the lowest compared entry with this formula, charge and spin   23.9 kJ/mol
HOMO level   -8.11 eV
Spin multiplicity   1
LUMO   0.5 eV
Frontier orbital gap   8.56 eV

Geometry (Å):
Zn  0.038878  0.109918  -0.103898
N  7.041598  -3.175791  1.464858
C  6.024168  -2.682616  0.663347
C  5.657679  -1.333931  0.735454
C  4.614181  -0.850845  -0.030106
C  3.922176  -1.716088  -0.875125
C  4.269494  -3.059382  -0.953671
C  5.316824  -3.538211  -0.187799
S  2.587657  -1.104266  -1.829737
O  2.420160  -1.962710  -2.963006
O  2.795212  0.306183  -2.002755
N  1.294127  -1.218453  -0.834141
C  0.469628  -2.312089  -0.751944
N  0.859467  -3.576610  -0.965801
C  -0.075441  -4.507117  -0.818604
C  -1.383957  -4.232707  -0.438047
C  -1.682534  -2.908439  -0.200855
N  -0.776712  -1.947887  -0.353040
H  7.682009  -2.512279  1.860988
H  7.453843  -4.051785  1.201698
H  6.198429  -0.668366  1.401934
H  4.329871  0.194838  0.012587
H  3.706430  -3.714245  -1.612078
H  5.598878  -4.585495  -0.246568
H  0.238496  -5.530289  -1.009981
H  -2.122104  -5.012253  -0.320544
H  -2.670420  -2.591414  0.113996
C  -1.240940  -2.712244  3.436355
C  -1.839886  -1.389712  3.866127
C  -2.971721  -1.394128  4.677436
C  -3.562312  -0.213580  5.101462
C  -3.030112  1.005674  4.701876
C  -1.889416  1.030984  3.914896
C  -1.275253  -0.154864  3.508994
P  0.260356  -0.136557  2.515141
C  1.543754  -1.060713  3.442392
C  2.465569  -1.660888  2.571114
C  3.551457  -2.385230  3.036428
C  3.724036  -2.529284  4.403450
C  2.812418  -1.952845  5.274779
C  1.712535  -1.215877  4.829148
C  0.781204  -0.660249  5.885578
C  0.812721  1.600313  2.570223
C  1.634709  2.094626  3.586956
C  2.038623  3.418357  3.594673
C  1.627894  4.258699  2.565042
C  0.826126  3.771254  1.546752
C  0.389671  2.439085  1.522624
C  -0.510084  1.950717  0.410239
H  -2.030770  -3.416528  3.166304
H  -0.654820  -3.165717  4.241377
H  -0.579742  -2.604119  2.577548
H  -3.397190  -2.346874  4.980322
H  -4.436000  -0.244061  5.741367
H  -3.499306  1.935353  5.005863
H  -1.464200  1.983777  3.619570
H  2.323363  -1.553443  1.499821
H  4.246997  -2.832120  2.333992
H  4.570337  -3.083722  4.793325
H  2.955103  -2.062772  6.346684
H  0.009765  -1.392835  6.140631
H  0.272914  0.249835  5.575505
H  1.342266  -0.443080  6.795881
H  1.986615  1.426355  4.363474
H  2.675312  3.787833  4.390374
H  1.935415  5.299197  2.558947
H  0.525497  4.428945  0.737327
H  -0.515294  2.676168  -0.403091
H  -1.543248  1.873200  0.774530

Force components x, y, z for each atom (eV/Å):
Zn -0.03 0.27 0.39
N -0.22 0.01 0.11
C 0.13 0.03 -0.17
C 0.10 0.04 -0.06
C 0.00 -0.12 -0.10
C 0.19 -0.01 0.11
C -0.08 0.02 0.01
C 0.07 -0.05 0.02
S -0.09 -0.02 0.28
O -0.06 -0.03 -0.15
O -0.07 0.01 0.01
N -0.48 -0.37 -0.29
C 0.33 -0.17 -0.02
N -0.08 0.23 -0.01
C 0.06 0.04 -0.03
C 0.08 -0.11 -0.01
C -0.02 0.27 0.07
N 0.14 -0.13 -0.18
H 0.06 0.05 -0.03
H 0.05 -0.04 -0.05
H -0.05 -0.05 -0.05
H 0.04 -0.08 -0.01
H 0.11 0.10 0.09
H -0.03 0.08 0.01
H 0.00 0.07 0.03
H 0.03 0.02 -0.02
H 0.01 0.00 0.02
C -0.10 0.11 0.06
C 0.08 -0.06 -0.03
C -0.06 -0.01 -0.02
C 0.04 0.03 0.00
C -0.04 -0.01 -0.01
C -0.01 -0.01 -0.05
C 0.07 -0.19 0.08
P 0.21 0.24 0.11
C 0.08 -0.11 -0.12
C -0.07 0.03 0.08
C -0.04 -0.08 -0.01
C -0.02 0.02 0.03
C -0.04 0.05 0.07
C 0.00 0.01 0.07
C 0.05 -0.01 -0.14
C -0.10 0.00 0.11
C 0.02 -0.01 -0.09
C 0.01 -0.03 -0.01
C -0.02 -0.01 -0.01
C 0.02 -0.06 -0.06
C -0.11 0.07 -0.13
C 0.02 0.04 0.15
H 0.02 0.03 0.04
H 0.01 0.06 -0.04
H -0.01 -0.03 -0.04
H 0.02 0.06 -0.03
H 0.01 0.00 -0.05
H 0.06 -0.08 -0.01
H 0.02 -0.04 0.03
H 0.00 -0.01 0.06
H -0.18 0.05 0.18
H -0.06 0.00 -0.01
H -0.01 0.00 -0.09
H -0.01 0.05 -0.03
H 0.01 0.00 -0.04
H -0.02 -0.03 -0.03
H -0.04 0.01 0.02
H -0.03 -0.01 -0.06
H -0.01 -0.08 -0.03
H 0.00 -0.03 0.07
H -0.01 -0.03 0.00
H 0.08 0.01 0.00

Sequential maximum force output: 0.0164, 0.0371, 0.0131 Eh/bohr